1.
The following is a quantum chemistry calculation of C9H18ClCsF3N3NaO5PS3 as an isolated structure, from the OMol25 dataset.

Values from the calculation:
F_max = 10.7 eV Å⁻¹
E = -91756.46858 eV
HOMO energy = -5.41 eV
frontier orbital gap = 2.74 eV
relative energy (zero: lowest compared OMol25 entry of this formula, charge and spin) = 0.000 eV
M = 623.78 Da

The geometry in ORCA input format:
```
! RIJCOSX wB97M-V def2-TZVPD def2/J DEFGRID3
* xyz 0 1
C -2.075 -0.371 2.102
C -0.937 0.312 1.334
C -0.844 -0.321 -0.054
C 0.386 0.020 2.066
C 1.364 1.133 2.044
C 1.250 2.416 1.669
N 2.482 2.969 1.889
F 2.804 4.253 1.695
C 3.360 2.084 2.308
P 5.148 2.109 2.728
S 5.995 0.456 2.336
N 2.672 0.960 2.445
H -1.687 -1.181 2.712
H -2.798 -0.795 1.417
H -2.623 0.317 2.735
H -1.106 1.379 1.263
H -0.079 0.182 -0.643
H -1.803 -0.307 -0.557
H -0.495 -1.340 0.070
H 0.880 -0.833 1.608
H 0.203 -0.248 3.102
H 0.390 2.931 1.305
H 5.732 3.197 2.077
H 5.124 2.305 4.129
H 3.041 0.080 2.778
N 1.675 -2.846 -4.210
S 1.134 -4.328 -4.265
O -0.283 -4.489 -4.575
O 1.663 -5.243 -3.328
F 1.794 -4.784 -5.605
S 1.179 -2.022 -2.956
O 1.424 -0.635 -3.065
O 1.380 -2.619 -1.687
F -0.466 -2.078 -3.110
C -4.834 1.462 -1.744
C -4.298 1.145 -0.338
O -4.257 -0.183 -0.189
H -5.849 1.047 -1.860
H -4.893 2.542 -1.967
H -4.148 1.011 -2.465
H -4.951 1.721 0.364
H -3.320 1.698 -0.268
Cs -1.956 -3.683 -3.586
Na -5.320 0.428 -3.834
Cl 7.940 0.148 4.131
*
```

2.
The following is a quantum chemistry calculation of one molecule with the formula C4H5N3, from the OMol25 dataset.

Values from the calculation:
F_max = 5.3 eV Å⁻¹
E = -8696.81653 eV
HOMO energy = -8.57 eV
frontier orbital gap = 9.45 eV
SMILES = Nc1cncnc1
relative energy (zero: lowest compared OMol25 entry of this formula, charge and spin) = 2.996 eV
M = 95.10 Da

The geometry in ORCA input format:
```
! RIJCOSX wB97M-V def2-TZVPD def2/J DEFGRID3
* xyz 0 1
N 0.255 1.789 0.675
C 0.024 0.496 0.271
C 0.733 0.112 -0.939
N 0.672 -1.057 -1.446
C -0.293 -2.033 -0.517
N -0.908 -1.703 0.541
C -0.757 -0.383 0.959
H 0.578 2.417 -0.045
H -0.388 2.193 1.335
H 1.334 0.913 -1.394
H 0.039 -2.643 -1.308
H -1.290 -0.101 1.869
*
```

3.
The following is a quantum chemistry calculation of one molecule with the formula C4H5Cl, from the OMol25 dataset.

Values from the calculation:
F_max = 4.2 eV Å⁻¹
E = -16749.20633 eV
HOMO energy = -9.51 eV
frontier orbital gap = 10.61 eV
SMILES = Cl[C@H]1C=CC1
relative energy (zero: lowest compared OMol25 entry of this formula, charge and spin) = 0.917 eV
M = 88.54 Da

The geometry in ORCA input format:
```
! RIJCOSX wB97M-V def2-TZVPD def2/J DEFGRID3
* xyz 0 1
C -0.932 -0.316 0.650
C -0.067 -1.131 0.008
C -0.366 0.908 0.135
C 0.724 -0.006 -0.604
Cl 2.368 -0.071 0.157
H -1.699 -0.449 1.389
H -0.019 -2.181 -0.197
H -0.802 1.431 -0.728
H -0.123 1.752 0.952
H 0.915 0.064 -1.763
*
```

4.
The following is a quantum chemistry calculation of a 2-piece molecular cluster, C2H10NO overall, from the OMol25 dataset.

Values from the calculation:
F_max = 4.9 eV Å⁻¹
E = -5769.31287 eV
HOMO energy (spin up / spin down) = -3.29 / -10.96 eV
frontier orbital gap (spin up / spin down) = 4.20 / 11.60 eV
relative energy (zero: lowest compared OMol25 entry of this formula, charge and spin) = 1.412 eV
M = 64.11 Da

The geometry in ORCA input format:
```
! RIJCOSX wB97M-V def2-TZVPD def2/J DEFGRID3
* xyz 0 2
C 2.001 1.093 -0.160
O 0.906 0.904 -1.141
H 0.905 1.560 -1.841
H 2.550 1.949 -0.488
H 1.431 1.152 0.643
H 2.610 0.209 -0.053
C -2.183 -1.193 0.602
N -0.739 -0.796 0.595
H -0.712 -0.170 1.397
H -0.101 -1.560 0.890
H -0.241 -0.312 -0.144
H -2.184 -2.200 0.173
H -2.771 -0.439 0.151
H -2.464 -1.254 1.594
*
```

5.
The following is a quantum chemistry calculation of one molecule with the formula C4H8O2, from the OMol25 dataset.

Values from the calculation:
F_max = 0.5 eV Å⁻¹
E = -8371.52247 eV
HOMO energy = -9.55 eV
frontier orbital gap = 10.60 eV
SMILES = CO[C@@H](C)C=O
relative energy (zero: lowest compared OMol25 entry of this formula, charge and spin) = 1.759 eV
M = 88.11 Da

The geometry in ORCA input format:
```
! RIJCOSX wB97M-V def2-TZVPD def2/J DEFGRID3
* xyz 0 1
C -0.725 -1.241 -1.368
O -0.027 -0.024 -1.079
C 0.365 0.065 0.294
C 1.395 1.148 0.613
C -0.974 0.386 0.917
O -1.674 -0.404 1.504
H -1.552 -1.036 -2.057
H -0.042 -1.959 -1.836
H -1.157 -1.701 -0.469
H 0.743 -0.905 0.640
H 2.393 0.930 0.222
H 1.098 2.146 0.275
H 1.487 1.193 1.708
H -1.331 1.401 0.637
*
```

6.
The following is a quantum chemistry calculation of C11H20N2OPPb as an isolated structure, from the OMol25 dataset.

Values from the calculation:
F_max = 3.5 eV Å⁻¹
E = -31286.50536 eV
HOMO energy = -11.63 eV
frontier orbital gap = 8.85 eV
relative energy (zero: lowest compared OMol25 entry of this formula, charge and spin) = 0.000 eV
M = 434.47 Da

The geometry in ORCA input format:
```
! RIJCOSX wB97M-V def2-TZVPD def2/J DEFGRID3
* xyz 1 1
C 0.824 -0.128 -3.459
C -0.044 0.014 -4.663
C -0.971 -1.118 -4.769
C -0.432 -2.265 -3.982
C 0.618 -1.865 -3.054
Pb -0.931 -0.369 -2.073
P -0.285 3.002 -1.165
H 1.563 0.611 -2.969
H -0.005 0.834 -5.438
H -1.630 -1.223 -5.662
H 1.308 -2.482 -2.315
H -0.881 -3.308 -4.185
H -1.069 3.851 -0.302
H 0.145 4.074 -1.951
H 0.823 3.000 -0.348
C -2.257 0.426 1.047
N -1.161 -0.030 1.877
C -1.088 0.499 3.237
C -0.013 -0.222 4.021
C 1.285 -0.413 3.276
N 1.092 -0.569 1.852
C 2.318 -0.755 1.117
C -0.058 -0.415 1.191
O -0.062 -0.562 -0.081
H -2.663 -0.427 0.470
H -1.921 1.275 0.393
H -3.059 0.837 1.674
H -0.980 1.613 3.253
H -2.056 0.254 3.671
H -0.345 -1.177 4.415
H 0.205 0.359 4.916
H 1.810 -1.315 3.634
H 1.988 0.419 3.483
H 3.060 0.006 1.415
H 2.761 -1.710 1.431
H 2.109 -0.720 0.040
*
```